[1]
DFT (the ωB97M-V functional and the def2-TZVPD basis) results for one molecule with the formula C3HNO2 at a distorted geometry.

Each line ends with the Löwdin charge.
Element x y z (Å)
N -1.287 1.497 2.045  0.1837
C -0.729 0.910 1.215  -0.0877
C -0.194 -0.059 0.225  -0.2815
O -0.728 -1.144 0.217  0.1373
C 0.807 -0.262 -0.959  -0.1863
O 0.528 -0.012 -2.095  0.0972
H 1.625 -0.939 -0.650  0.1374

The HOMO-LUMO gap comes out at 0.3549 Eh. The value obtained for the energy relative to the best compared isomer or geometry (same formula, charge and spin) is 0.854 eV. The structure (SMILES) is N#CC(=O)C=O. As for the energy: -8709.491 eV. The calculation puts the LUMO energy at -1.230 eV.

***

[2]
DFT (the ωB97M-V functional and the def2-TZVPD basis) results for an isolated ion of composition C3HNO4S2 and charge -2 at a distorted geometry.

Each line ends with the Löwdin charge.
Element x y z (Å)
C -1.248 -0.758 -0.738  -0.4041
C -1.769 0.657 1.045  -0.7963
C 0.708 -0.380 0.319  -0.7512
N -2.033 0.044 -0.077  0.0622
O 3.151 0.974 -0.055  -0.6588
O -1.256 -1.544 -1.632  0.0321
O -2.467 1.434 1.703  -0.1101
O 1.875 -0.009 -1.994  -0.6289
S -0.058 0.206 1.772  0.7036
S 1.777 0.776 -0.723  0.5000
H 1.320 -1.400 0.378  0.0515

The HOMO-LUMO gap comes out at 0.2023 Eh. As for the charge: -2. The value obtained for the energy relative to the best compared isomer or geometry (same formula, charge and spin) is 1.351 eV. As for the energy: -34476.402 eV. The calculation puts the LUMO energy at 5.929 eV.

***

[3]
DFT (the ωB97M-V functional and the def2-TZVPD basis) results for C3HO2V as an isolated structure at a distorted geometry.

Each line ends with the Löwdin spin population.
Element x y z (Å)
C 0.762 -0.634 0.956  0.0077
C -0.523 -0.873 1.074  0.0034
O -1.212 -0.156 0.080  0.0188
C -0.381 0.503 -0.781  0.0175
O 0.820 0.329 -0.407  0.0251
H 1.736 -1.002 1.252  0.0005
V -1.203 1.833 -2.175  3.9269

The HOMO-LUMO gap (spin up / spin down) comes out at 0.2150 / 0.2274 Eh. As for the spin multiplicity: 5. As for the energy: -32901.987 eV. The calculation puts the LUMO energy (spin up / spin down) at -1.634 / -1.377 eV.

***

[4]
DFT (the ωB97M-V functional and the def2-TZVPD basis) results for an isolated ion of composition C3HO3 and charge -1 at a distorted geometry.

Each line ends with the Löwdin charge.
Element x y z (Å)
O 0.680 -1.978 -0.309  -0.4366
C -0.034 -0.545 -0.120  -0.1383
C -1.348 -0.406 0.004  -0.1457
C -2.650 -0.006 -0.114  -0.5172
O -3.528 0.792 -0.286  0.0778
O -2.527 -1.346 0.040  0.0962
H 0.638 0.291 -0.185  0.0638

The HOMO-LUMO gap (spin up / spin down) comes out at 0.2722 / 0.2722 Eh. As for the charge: -1. The value obtained for the energy relative to the best compared isomer or geometry (same formula, charge and spin) is 3.745 eV. The structure (SMILES) is O=CC1=C([O-])O1. As for the energy: -9266.699 eV. The calculation puts the LUMO energy (spin up / spin down) at 4.020 / 4.020 eV.

***

[5]
DFT (the ωB97M-V functional and the def2-TZVPD basis) results for an isolated ion of composition C3HO4 and charge -1 at a distorted geometry.

Each line ends with the Löwdin charge.
Element x y z (Å)
O -1.355 1.008 0.316  -0.0512
C -1.333 -0.154 -0.110  -0.6588
O -2.255 -0.882 -0.484  -0.0579
C 0.355 -0.605 0.020  0.0496
O 0.947 0.319 1.174  0.0470
C 1.222 0.619 -0.099  -0.5130
O 1.748 1.344 -0.902  0.0860
H 0.672 -1.649 0.085  0.0983

The HOMO-LUMO gap comes out at 0.3206 Eh. As for the charge: -1. The value obtained for the energy relative to the best compared isomer or geometry (same formula, charge and spin) is 1.162 eV. The structure (SMILES) is O=C([O-])[C@@H]1OC1=O. As for the energy: -11316.948 eV. The calculation puts the LUMO energy at 4.031 eV.

***

[6]
DFT (the ωB97M-V functional and the def2-TZVPD basis) results for a 2-piece molecular cluster, C3HO4 overall at a distorted geometry.

Each line ends with the Löwdin charge.
Element x y z (Å)
C 0.213 1.235 1.618  -0.5121
C 0.360 -1.053 -0.875  -0.5555
C -0.524 -0.571 -1.743  -0.1072
O -0.118 0.288 -0.554  -0.1838
O -0.527 2.100 1.464  0.1735
O 1.132 -1.798 -0.261  -0.0220
O 1.001 0.571 2.090  0.2110
H -1.537 -0.771 -1.739  -0.0039

The HOMO-LUMO gap comes out at 0.2279 Eh. As for the charge: -1. The value obtained for the energy relative to the best compared isomer or geometry (same formula, charge and spin) is 2.364 eV. As for the energy: -11315.745 eV. The calculation puts the LUMO energy at 3.731 eV.